Entry 1:
C3H3N3O | ωB97M-V/def2-TZVPD

```
! RIJCOSX wB97M-V def2-TZVPD def2/J DEFGRID3
* xyz 0 1
O 2.460 1.229 -0.591
N -1.738 -0.138 1.131
N 0.484 -1.627 -1.038
N -0.368 -1.510 -0.158
C -0.692 -0.206 0.418
C 0.105 1.004 0.171
C 1.360 1.093 -0.232
H 0.921 -0.717 -1.299
H -2.160 -1.069 1.159
H -0.372 1.942 0.439
*
```

Energy: -9674.4535 eV
HOMO level: -0.361 Ha



Entry 2:
C21H25ClNO4PS | ωB97M-V/def2-TZVPD

```
! RIJCOSX wB97M-V def2-TZVPD def2/J DEFGRID3
* xyz 0 1
Cl -4.768 -3.774 -1.087
S -1.894 3.638 3.975
P -0.660 2.748 2.778
O 2.288 0.539 -0.049
O -3.362 -2.908 -0.657
O -4.849 -1.212 -0.803
O 0.459 5.092 -1.049
N -1.428 1.492 1.765
C -4.438 -0.886 2.454
C -1.011 1.199 0.465
C 3.511 -0.558 -1.810
C -3.761 -1.573 -0.442
C -1.344 -0.174 -1.785
C 1.585 1.659 0.491
C 2.404 3.012 0.528
C 2.699 0.742 -1.401
C 4.403 -2.258 -3.444
C 5.060 -2.468 -1.009
C 3.581 -1.060 -3.185
C -4.269 -2.463 2.494
C 0.174 1.953 -0.197
C -2.502 0.814 2.369
C -3.273 -0.200 1.690
C -1.734 0.166 -0.342
C -2.886 -0.516 0.281
C -1.342 -1.425 -2.334
C 4.243 -1.263 -0.748
C 5.139 -2.970 -2.389
C -3.037 -3.120 2.709
H -0.044 3.070 -0.019
H 0.449 2.121 3.420
H 4.454 -2.668 -4.486
H 3.420 2.810 0.960
H 1.846 0.794 -2.138
H -0.110 3.756 1.913
H -2.517 -3.610 1.836
H 3.039 -0.543 -4.018
H -1.614 -1.564 -3.416
H -0.349 5.568 -1.242
H -2.797 1.052 3.424
H 5.739 -3.892 -2.586
H 2.526 3.435 -0.511
H -1.124 -2.361 -1.751
H -4.353 -0.546 3.537
H 3.406 1.599 -1.553
H 1.360 1.396 1.571
H -5.174 -3.127 2.359
H 4.219 -0.923 0.320
H 5.576 -2.991 -0.167
H 0.186 1.841 -1.312
H 1.871 3.731 1.205
H -0.989 0.667 -2.443
H -5.462 -0.586 2.121
H -2.546 -3.255 3.709
*
```

Energy: -64495.6038 eV
HOMO level: -0.222 Ha



Entry 3:
C64H72Cl2NO | ωB97M-V/def2-TZVPD

```
! RIJCOSX wB97M-V def2-TZVPD def2/J DEFGRID3
* xyz 1 1
Cl 4.080 -5.880 3.763
Cl 4.112 -4.026 6.482
O 1.926 -0.111 2.270
N 0.638 -4.776 3.315
C 7.797 4.539 5.247
C -10.803 5.440 -6.995
C 1.907 -3.699 -4.493
C 2.037 -3.583 4.730
C -2.690 -7.452 3.583
C -5.801 4.778 -8.446
C 6.053 3.281 -0.788
C -3.467 0.886 0.428
C 2.488 -4.283 -3.376
C -2.297 -8.714 3.159
C 7.142 5.026 4.127
C 4.169 3.212 0.701
C -0.408 4.371 -2.283
C -2.723 3.940 -2.769
C -4.873 6.095 -6.661
C 0.215 -5.196 4.675
C 5.382 2.704 0.280
C 1.339 -2.331 5.293
C 1.186 -1.120 4.367
C -5.945 6.973 -6.749
C -3.803 -9.704 4.750
C 2.036 -5.515 -2.923
C 6.073 4.334 3.568
C -4.800 4.999 -7.510
C -2.854 -9.842 3.746
C -1.155 0.955 1.072
C -1.523 0.932 2.409
C -3.637 -7.311 4.589
C 3.603 -3.468 4.873
C -3.838 0.861 1.767
C 5.893 -3.838 3.780
C 6.326 2.652 5.269
C 4.023 -2.009 0.479
C 5.318 -0.940 -1.245
C -12.535 5.391 -5.329
C -9.840 5.461 -5.996
C 4.348 -3.261 -0.063
C -0.215 4.815 -3.583
C 7.387 3.351 5.821
C -2.866 0.883 2.759
C -6.875 5.653 -8.531
C 2.362 -0.751 3.466
C 5.637 -2.176 -1.775
C -12.151 5.406 -6.663
C 3.608 4.307 0.060
C -6.947 6.750 -7.683
C 0.425 -5.581 -4.706
C 1.005 -6.166 -3.588
C -10.225 5.442 -4.663
C -1.277 4.824 -4.477
C 0.874 -4.347 -5.157
C -2.124 0.931 0.081
C -1.660 3.932 -1.876
C 4.519 -0.843 -0.117
C 4.391 -4.130 3.747
C -4.195 -8.441 5.171
C 5.666 3.138 4.139
C 5.495 4.378 -1.436
C 1.580 -3.910 3.339
C 4.273 4.890 -1.013
C -11.572 5.407 -4.329
C 1.473 -4.834 5.482
C 5.160 -3.333 -1.186
C -2.531 4.388 -4.069
H -5.743 3.925 -9.110
H -3.701 3.599 -2.452
H 3.961 -4.173 0.381
H 2.663 4.708 0.395
H 6.405 -4.518 4.460
H 0.657 -7.130 -3.240
H -4.938 -8.336 5.950
H 7.895 2.969 6.698
H -9.474 5.458 -3.883
H -4.226 0.876 -0.344
H -1.564 -8.822 2.370
H 3.886 -2.413 4.855
H 6.015 4.837 -2.267
H -3.945 -6.326 4.915
H 1.960 -3.494 2.408
H 0.998 -0.259 5.018
H -1.809 3.587 -0.861
H 3.655 2.754 1.538
H 3.293 -3.779 -2.859
H 0.419 4.368 -1.584
H -10.503 5.450 -8.036
H -12.901 5.392 -7.443
H -3.961 4.316 -7.444
H -3.157 0.871 3.802
H 5.817 1.855 0.793
H -11.873 5.393 -3.289
H 8.627 5.087 5.671
H -13.586 5.366 -5.069
H -1.128 5.173 -5.491
H 3.378 -1.931 1.349
H -4.240 -10.584 5.203
H 5.693 -0.039 -1.713
H -6.000 7.829 -6.089
H -4.093 6.269 -5.930
H 4.843 2.588 3.708
H 2.998 -0.029 3.950
H -7.786 7.431 -7.749
H 7.467 5.958 3.681
H 2.259 -2.739 -4.847
H -3.361 4.396 -4.765
H 0.277 -1.214 3.759
H 1.870 -2.068 6.212
H -2.265 -6.568 3.117
H -0.640 -4.559 4.922
H 1.239 -4.604 6.520
H 2.492 -5.973 -2.053
H -0.376 -6.089 -5.228
H 6.300 -3.946 2.773
H -8.790 5.486 -6.256
H -4.886 0.833 2.037
H -1.832 0.954 -0.961
H 1.210 -0.644 1.903
H -2.552 -10.828 3.418
H 0.225 -5.115 2.453
H 7.005 2.882 -1.113
H -0.755 0.961 3.173
H 3.840 5.745 -1.518
H 4.016 -3.732 2.798
H 6.057 -2.803 4.094
H 0.325 -2.614 5.596
H -0.106 1.007 0.800
H 5.580 4.726 2.689
H 0.421 -3.892 -6.027
H 2.175 -5.664 5.410
H 5.413 -4.297 -1.610
H 6.257 -2.239 -2.659
H 6.018 1.724 5.725
H -7.658 5.478 -9.258
H 0.763 5.155 -3.901
H -0.078 -6.243 4.727
H 4.274 0.131 0.283
H 2.965 -1.626 3.184
*
```

Energy: -96111.7080 eV
HOMO level: -0.373 Ha